(i)
This record from the Open Molecules 2025 dataset describes C10H15NO3SSi as an isolated structure. The level of theory is wB97M-V/def2-TZVPD.

Geometry (Å):
O  0.35  -1.27  0.41
O  -0.76  1.28  0.73
O  -0.22  0.19  -1.72
S  -4.42  -2.53  0.06
C  -4.58  -0.92  0.62
C  -2.74  -2.20  -0.39
C  -3.48  -0.17  0.43
C  -2.41  -0.89  -0.16
N  2.14  0.76  -0.27
C  1.14  -0.81  1.44
C  0.38  2.04  1.00
C  0.91  -0.52  -2.07
C  2.41  -0.17  0.88
C  1.45  2.06  -0.07
C  2.21  0.14  -1.63
Si  -0.72  -0.12  -0.18
H  -5.49  -0.52  1.03
H  -2.07  -2.95  -0.74
H  -3.40  0.88  0.68
H  1.38  -1.64  2.11
H  0.55  -0.09  2.01
H  0.81  1.65  1.94
H  0.07  3.03  1.30
H  0.81  -1.51  -1.56
H  0.91  -0.70  -3.15
H  3.12  -0.97  0.51
H  2.95  0.37  1.63
H  1.02  2.30  -1.03
H  2.22  2.80  0.18
H  2.38  0.97  -2.30
H  3.09  -0.50  -1.68

Computed properties:
Highest occupied orbital energy = -8.276 eV
2S+1 = 1



(ii)
This record from the Open Molecules 2025 dataset describes one molecule with the formula C10H15NO3SSi. The level of theory is wB97M-V/def2-TZVPD.

Geometry (Å):
C  4.16  2.27  -0.51
C  4.66  1.14  -1.05
S  3.42  -0.11  -1.11
C  2.26  0.93  -0.37
Si  0.55  0.31  -0.02
O  0.19  0.59  1.58
C  -1.01  0.21  2.17
C  -2.22  0.32  1.24
N  -2.31  -0.77  0.18
C  -2.50  -0.25  -1.17
C  -1.21  0.19  -1.83
O  -0.53  1.10  -1.01
C  -1.74  -2.13  0.39
C  -0.24  -2.19  0.48
O  0.46  -1.34  -0.40
C  2.79  2.14  -0.14
H  4.79  3.14  -0.31
H  5.69  1.01  -1.32
H  -1.15  0.88  3.02
H  -0.88  -0.82  2.52
H  -3.15  0.23  1.82
H  -2.20  1.30  0.77
H  -3.17  0.58  -1.11
H  -2.94  -1.05  -1.78
H  -0.51  -0.65  -2.04
H  -1.37  0.66  -2.80
H  -2.09  -2.74  -0.45
H  -2.20  -2.61  1.27
H  0.18  -2.08  1.48
H  0.08  -3.21  0.22
H  2.21  2.96  0.28

Computed properties:
Highest occupied orbital energy = -8.253 eV
SMILES string = c1csc([Si]23OCCN(CCO2)CCO3)c1
2S+1 = 1



Which is most stable, and by how much? (ii), by 6.7 kcal/mol.



(i)
This record from the Open Molecules 2025 dataset describes one molecule with the formula C2HNO4. The level of theory is wB97M-V/def2-TZVPD.

Geometry (Å):
O  -1.05  1.75  0.33
C  -0.37  0.78  0.02
O  -0.24  0.44  -1.29
N  0.80  -0.60  -1.41
O  0.62  -1.24  -0.15
C  0.10  -0.45  0.77
O  -0.05  -0.67  1.92
H  1.71  -0.06  -1.40

Computed properties:
Highest occupied orbital energy = -11.087 eV
SMILES string = O=c1o[nH]oc1=O
2S+1 = 1



(ii)
This record from the Open Molecules 2025 dataset describes a 3-piece molecular cluster, C2HNO4 overall. The level of theory is wB97M-V/def2-TZVPD.

Geometry (Å):
C  -0.36  0.82  -0.36
O  1.76  -0.12  -0.60
O  -0.29  -0.37  -0.23
O  2.43  -0.37  0.53
C  -2.46  -0.11  0.23
O  -0.27  1.96  -0.54
N  -3.51  -0.51  0.54
H  2.71  -1.30  0.44

Computed properties:
Highest occupied orbital energy (alpha / beta) = -11.565 / -11.459 eV
2S+1 = 1



Which is most stable, and by how much? (i), by 102.4 kcal/mol.



(i)
This record from the Open Molecules 2025 dataset describes a 2-piece molecular cluster, C4H9N3O2 overall. The level of theory is wB97M-V/def2-TZVPD.

Geometry (Å):
C  -0.97  0.53  1.70
C  -1.22  0.45  -1.23
O  -0.43  1.15  0.56
O  -2.32  0.00  -1.32
H  -0.84  1.36  -1.69
H  -1.59  -0.35  1.47
H  -1.58  1.26  2.24
H  -0.17  0.16  2.35
C  1.12  0.13  -0.05
N  1.72  1.12  -0.84
C  -0.23  -1.81  -0.96
N  -0.03  -0.56  -0.91
N  1.81  -0.57  0.76
H  2.72  1.09  -0.71
H  1.35  2.03  -0.63
H  1.31  -1.34  1.20
H  -1.18  -2.17  -1.34
H  0.54  -2.49  -0.62

Computed properties:
Highest occupied orbital energy = -9.126 eV
2S+1 = 1



(ii)
This record from the Open Molecules 2025 dataset describes a 2-piece molecular cluster, C4H9N3O2 overall. The level of theory is wB97M-V/def2-TZVPD.

Geometry (Å):
C  -1.62  -1.93  0.63
C  1.24  0.71  -0.88
C  -0.05  1.22  1.11
C  -1.04  0.09  -0.68
N  -0.55  -2.54  0.68
N  -0.03  0.83  -0.23
N  -2.43  0.51  -0.41
O  -3.26  0.25  -1.30
O  -2.77  1.15  0.55
H  -2.60  -2.13  1.06
H  1.65  1.64  -1.11
H  2.00  0.05  -0.32
H  1.20  0.09  -1.80
H  0.08  0.23  1.64
H  0.83  1.79  1.35
H  -0.94  1.80  1.31
H  -0.92  -0.20  -1.77
H  -0.51  -3.45  1.05

Computed properties:
Highest occupied orbital energy (alpha / beta) = -7.462 / -7.800 eV
2S+1 = 1



Which is most stable, and by how much? (i), by 90.6 kcal/mol.



(i)
This record from the Open Molecules 2025 dataset describes a 10-piece molecular cluster, C34H95N7O10 overall. The level of theory is wB97M-V/def2-TZVPD.

Geometry (Å):
C  -3.90  1.52  -3.07
O  -4.37  2.84  -3.30
C  -5.29  2.96  -4.32
C  -6.11  4.28  -4.15
C  -7.08  4.60  -5.30
N  -5.15  5.40  -4.02
H  -4.58  0.81  -2.61
H  -3.23  1.76  -2.24
H  -3.46  0.93  -3.88
H  -4.66  3.01  -5.21
H  -6.07  2.20  -4.29
H  -6.83  4.19  -3.33
H  -6.65  4.71  -6.30
H  -7.51  5.57  -5.08
H  -7.88  3.86  -5.36
H  -4.27  5.02  -3.71
H  -4.94  5.82  -4.92
C  2.77  0.66  7.27
O  1.39  0.89  7.17
C  0.83  0.48  5.92
C  1.25  1.02  4.54
C  1.12  2.66  4.33
N  0.57  0.26  3.57
H  2.92  0.31  8.29
H  3.28  1.62  7.19
H  3.25  -0.12  6.68
H  0.90  -0.61  5.85
H  -0.24  0.55  6.07
H  2.33  0.89  4.44
H  1.35  3.30  5.18
H  0.06  2.86  4.17
H  1.70  2.99  3.48
H  -0.42  0.46  3.45
H  0.77  -0.72  3.66
C  -0.94  -1.81  -5.64
O  0.07  -2.83  -5.53
C  -0.14  -3.71  -4.44
C  0.94  -3.44  -3.33
C  2.40  -4.01  -3.76
N  0.55  -4.07  -2.04
H  -1.15  -1.27  -4.72
H  -1.91  -2.14  -6.01
H  -0.61  -1.17  -6.45
H  -1.11  -3.50  -3.99
H  -0.20  -4.75  -4.75
H  0.93  -2.37  -3.15
H  2.90  -3.33  -4.45
H  2.55  -4.98  -4.24
H  3.08  -3.94  -2.91
H  -0.43  -4.34  -2.03
H  0.71  -3.34  -1.36
C  1.77  -3.64  1.49
O  2.62  -4.66  1.90
C  3.51  -4.30  2.99
C  4.89  -3.92  2.45
C  5.55  -5.06  1.59
N  5.84  -3.69  3.50
H  1.05  -3.15  2.14
H  1.34  -4.12  0.61
H  2.41  -2.94  0.97
H  3.05  -3.70  3.78
H  3.49  -5.33  3.36
H  4.82  -3.07  1.78
H  6.52  -4.68  1.26
H  5.07  -5.28  0.63
H  5.66  -6.06  2.00
H  6.27  -4.55  3.81
H  6.64  -3.24  3.08
C  5.89  1.53  4.32
O  4.94  0.95  3.49
C  5.04  1.13  2.09
C  3.87  0.34  1.51
C  4.11  -0.01  0.08
N  2.65  1.08  1.73
H  5.87  2.62  4.30
H  6.94  1.29  4.12
H  5.65  1.21  5.34
H  5.03  2.18  1.81
H  5.99  0.62  1.89
H  3.75  -0.59  2.06
H  4.20  0.77  -0.68
H  3.34  -0.72  -0.19
H  5.08  -0.51  0.11
H  1.80  0.53  1.80
H  2.66  1.55  2.63
C  -4.66  -7.02  2.28
O  -3.54  -6.99  1.42
C  -3.68  -6.47  0.11
C  -2.43  -5.64  -0.39
C  -2.12  -4.41  0.50
N  -2.79  -5.09  -1.70
H  -4.40  -7.51  3.21
H  -5.41  -7.64  1.78
H  -4.98  -5.98  2.41
H  -3.88  -7.31  -0.56
H  -4.54  -5.82  0.01
H  -1.60  -6.33  -0.55
H  -1.55  -3.64  -0.01
H  -1.64  -4.84  1.38
H  -3.06  -4.03  0.89
H  -2.95  -5.76  -2.44
H  -3.59  -4.49  -1.57
C  0.96  4.16  -0.14
O  0.78  5.26  -0.97
C  0.20  6.41  -0.33
C  0.04  7.38  -1.47
C  -0.54  8.73  -1.03
N  -0.84  6.79  -2.43
H  1.78  4.26  0.57
H  1.26  3.32  -0.76
H  0.12  3.96  0.52
H  -0.78  6.27  0.13
H  0.86  6.87  0.40
H  0.98  7.75  -1.86
H  0.06  9.19  -0.25
H  -1.61  8.68  -0.84
H  -0.44  9.31  -1.95
H  -1.68  6.36  -2.08
H  -0.42  6.05  -2.98
C  -4.14  1.68  3.92
C  -3.14  0.54  3.93
O  -2.36  0.55  2.73
H  -3.69  2.62  3.61
H  -4.56  1.86  4.91
H  -5.01  1.61  3.26
H  -3.68  -0.41  3.93
H  -2.45  0.63  4.77
H  -2.95  0.53  1.97
C  1.24  1.03  -4.87
C  0.28  2.06  -5.40
O  -1.04  1.73  -5.01
H  1.18  1.07  -3.78
H  2.25  1.40  -5.05
H  1.12  0.01  -5.23
H  0.31  2.16  -6.48
H  0.70  2.96  -4.93
H  -1.12  1.72  -4.05
C  -0.43  0.80  -0.65
C  -0.18  -0.69  -0.80
O  -0.53  -1.26  0.44
H  -0.34  1.30  -1.62
H  0.26  1.22  0.08
H  -1.42  0.99  -0.25
H  0.85  -0.85  -1.13
H  -0.84  -1.09  -1.57
H  -1.04  -0.55  0.84

Computed properties:
Highest occupied orbital energy = -8.664 eV
SMILES string = COC[C@H](C)N.COC[C@H](C)N.COC[C@H](C)N.COC[C@H](C)N.COC[C@H](C)N.COC[C@H](C)N.COC[C@H](C)N.CCO.CCO.CCO
2S+1 = 1



(ii)
This record from the Open Molecules 2025 dataset describes a 10-piece molecular cluster, C34H95N7O10 overall. The level of theory is wB97M-V/def2-TZVPD.

Geometry (Å):
C  -0.23  -9.00  -2.24
O  -1.42  -8.62  -2.98
C  -2.24  -7.63  -2.48
C  -1.78  -6.22  -3.18
C  -2.50  -4.97  -2.72
N  -2.06  -6.33  -4.59
H  -0.35  -9.42  -1.24
H  0.49  -8.18  -2.27
H  0.20  -9.69  -2.95
H  -3.28  -7.87  -2.69
H  -2.23  -7.66  -1.39
H  -0.70  -6.08  -3.11
H  -2.42  -4.03  -3.27
H  -2.23  -4.74  -1.69
H  -3.55  -5.26  -2.80
H  -1.49  -7.14  -4.77
H  -3.02  -6.66  -4.64
C  8.27  3.70  2.67
O  7.67  5.00  2.78
C  7.92  5.68  4.03
C  7.37  5.01  5.22
C  5.81  4.87  5.23
N  7.94  5.36  6.46
H  7.49  2.96  2.86
H  9.05  3.55  3.42
H  8.60  3.45  1.66
H  8.98  5.81  4.25
H  7.59  6.70  3.85
H  7.59  3.94  5.28
H  5.38  5.87  5.23
H  5.44  4.37  6.12
H  5.39  4.30  4.40
H  7.18  5.77  6.99
H  8.07  4.56  7.07
C  7.40  6.29  -4.93
O  6.26  5.81  -4.41
C  5.91  6.28  -3.11
C  4.53  5.69  -2.70
C  3.48  6.15  -3.69
N  4.22  6.13  -1.33
H  7.61  5.79  -5.87
H  8.19  6.04  -4.22
H  7.25  7.37  -4.96
H  6.79  5.97  -2.55
H  5.85  7.37  -3.06
H  4.65  4.60  -2.75
H  3.24  7.21  -3.66
H  2.56  5.63  -3.42
H  3.76  6.16  -4.74
H  4.33  7.13  -1.36
H  5.00  5.94  -0.73
C  2.05  -4.75  9.29
O  0.85  -4.35  8.64
C  0.33  -3.14  9.19
C  -0.91  -2.57  8.30
C  -1.07  -1.07  8.56
N  -2.09  -3.19  8.70
H  2.24  -5.78  8.97
H  1.91  -4.68  10.37
H  2.94  -4.18  9.05
H  -0.02  -3.40  10.19
H  1.08  -2.35  9.15
H  -0.66  -2.81  7.27
H  -1.25  -0.91  9.63
H  -1.87  -0.69  7.92
H  -0.16  -0.50  8.37
H  -2.05  -4.19  8.64
H  -2.91  -2.94  8.17
C  3.80  -0.91  -3.62
O  3.98  -0.61  -4.95
C  5.33  -0.39  -5.35
C  5.41  0.26  -6.77
C  6.86  0.64  -7.14
N  4.61  1.48  -6.95
H  3.98  -0.08  -2.94
H  4.35  -1.81  -3.35
H  2.81  -1.37  -3.60
H  5.89  0.27  -4.68
H  5.99  -1.26  -5.30
H  5.02  -0.45  -7.50
H  6.86  0.90  -8.19
H  7.63  -0.08  -6.84
H  7.21  1.49  -6.57
H  5.08  2.29  -6.59
H  3.80  1.37  -6.36
C  -7.64  -7.50  0.63
O  -7.75  -6.18  0.23
C  -8.01  -5.24  1.32
C  -7.97  -3.81  0.60
C  -8.25  -2.69  1.54
N  -8.89  -3.67  -0.52
H  -6.91  -7.57  1.43
H  -7.36  -8.25  -0.11
H  -8.60  -7.84  1.01
H  -8.94  -5.33  1.88
H  -7.14  -5.30  1.97
H  -6.91  -3.69  0.36
H  -7.60  -2.77  2.41
H  -9.24  -2.77  1.98
H  -8.24  -1.74  1.00
H  -9.60  -4.37  -0.35
H  -8.51  -4.16  -1.31
C  -6.29  2.12  -3.43
O  -6.41  1.59  -4.77
C  -7.75  1.60  -5.30
C  -7.64  0.82  -6.66
C  -8.82  0.85  -7.62
N  -7.04  -0.52  -6.60
H  -6.58  1.44  -2.63
H  -6.91  3.00  -3.26
H  -5.26  2.40  -3.21
H  -8.41  1.09  -4.59
H  -8.04  2.61  -5.60
H  -6.90  1.32  -7.29
H  -8.59  0.27  -8.51
H  -9.02  1.87  -7.95
H  -9.71  0.33  -7.27
H  -6.29  -0.51  -5.93
H  -6.51  -0.74  -7.43
C  -1.41  1.07  2.47
C  -0.82  2.42  2.16
O  0.54  2.18  1.84
H  -0.82  0.77  3.34
H  -1.35  0.32  1.68
H  -2.42  1.10  2.87
H  -0.91  3.08  3.02
H  -1.38  3.04  1.46
H  0.89  2.85  1.25
C  -1.44  9.36  0.91
C  -2.68  10.16  1.25
O  -2.43  11.24  2.16
H  -0.60  9.85  0.42
H  -1.62  8.55  0.20
H  -1.10  9.00  1.88
H  -3.47  9.54  1.67
H  -3.01  10.56  0.30
H  -1.93  11.94  1.74
C  1.41  -6.27  2.31
C  1.70  -6.80  3.78
O  2.30  -8.09  3.62
H  2.30  -5.87  1.83
H  0.79  -5.37  2.35
H  0.91  -6.96  1.63
H  0.80  -6.89  4.38
H  2.32  -6.04  4.25
H  2.17  -8.59  4.43

Computed properties:
Highest occupied orbital energy = -8.735 eV
SMILES string = COC[C@H](C)N.COC[C@H](C)N.COC[C@H](C)N.COC[C@H](C)N.COC[C@H](C)N.COC[C@H](C)N.COC[C@H](C)N.CCO.CCO.CCO
2S+1 = 1



Which is most stable, and by how much? (i), by 27.1 kcal/mol.